(1)
{
  "formula": "C5H7N3",
  "method": "the ωB97M-V functional and the def2-TZVPD basis",
  "elements": ["C", "C", "C", "C", "C", "H", "H", "H", "H", "H", "H", "H", "N", "N", "N"],
  "positions_angstrom": [[-1.38807, -0.71613, 0.73319], [-0.40172, -1.15281, -0.37165], [0.95213, -0.50149, -0.64405], [0.91094, 0.64037, 0.41635], [-0.04412, 1.68497, -0.05472], [-2.37614, -1.19596, 0.99701], [-1.25834, -0.09738, 1.59074], [-0.94117, -1.99328, -0.94358], [1.29532, -0.28756, -1.69765], [2.81325, 0.24590, -0.53903], [0.67561, -0.08454, 1.19426], [0.13889, 2.84214, 0.07807], [2.24287, -0.40172, 0.24340], [-1.18427, 1.12356, -0.43256], [-1.43518, -0.10607, -0.56979]],
  "lowdin_charge": [-0.090, -0.146, -0.255, -0.198, -0.085, 0.124, 0.101, 0.153, 0.147, 0.129, 0.090, 0.137, 0.054, -0.007, -0.151],
  "homo_lumo_gap_ha": 0.3275,
  "smiles": "C1=NN2C[C@@H]2[C@@H]2N[C@@H]12",
  "lumo_ev": 0.614
}



(2)
{
  "formula": "C6H13N",
  "method": "the ωB97M-V functional and the def2-TZVPD basis",
  "elements": ["C", "C", "C", "N", "C", "C", "C", "H", "H", "H", "H", "H", "H", "H", "H", "H", "H", "H", "H", "H"],
  "positions_angstrom": [[2.91738, -0.43797, -0.05714], [1.43095, -0.74200, -0.18130], [0.61598, 0.46641, -0.63356], [-0.77422, 0.06527, -0.71319], [-1.83263, 1.00877, -0.99251], [-1.61244, 0.46909, 0.38407], [-2.23808, -0.60231, 1.24063], [3.09883, 0.34860, 0.68449], [3.32368, -0.09357, -1.01536], [3.48190, -1.32451, 0.24858], [1.25861, -1.55073, -0.90132], [1.03166, -1.10014, 0.77806], [0.96873, 0.81943, -1.61027], [0.74433, 1.29884, 0.08353], [-2.60521, 0.68100, -1.68561], [-1.55774, 2.06227, -1.09971], [-1.18679, 1.25864, 1.01016], [-3.11247, -0.24858, 1.79414], [-2.48316, -1.51122, 0.68747], [-1.46930, -0.86729, 1.97884]],
  "lowdin_charge": [-0.122, -0.256, -0.232, -0.104, -0.097, -0.352, -0.055, 0.071, 0.071, 0.068, 0.110, 0.106, 0.122, 0.119, 0.101, 0.105, 0.127, 0.070, 0.077, 0.071],
  "homo_lumo_gap_ha": 0.3808,
  "smiles": "CCCN1C[C@H]1C",
  "lumo_ev": 1.227
}



(3)
{
  "formula": "C4H6FNO",
  "method": "the ωB97M-V functional and the def2-TZVPD basis",
  "elements": ["C", "C", "C", "C", "H", "H", "H", "H", "H", "H", "N", "O", "F"],
  "positions_angstrom": [[1.03590, 1.72862, -1.00557], [-1.48015, -0.24200, 0.05242], [-0.87581, -1.37909, 0.71979], [0.37292, -1.66814, 0.98630], [2.15156, 1.42671, -1.17097], [0.51948, 2.09881, -1.93381], [1.10972, 2.59922, -0.23658], [-2.53992, -0.24627, -0.09644], [0.74421, -2.41605, 1.79638], [1.07439, -1.04876, 0.44818], [-0.83536, 0.77047, -0.41669], [0.50441, 0.58102, -0.42177], [-1.78135, -2.20455, 1.27877]],
  "lowdin_charge": [-0.121, -0.062, -0.357, 0.101, 0.115, 0.093, 0.106, 0.117, 0.121, 0.050, 0.045, -0.235, 0.028],
  "homo_lumo_gap_ha": 0.3619,
  "smiles": "C=C(F)/C=N\\OC",
  "lumo_ev": 0.491
}



(4)
{
  "formula": "C2H9OS",
  "method": "the ωB97M-V functional and the def2-TZVPD basis",
  "elements": ["O", "H", "H", "H", "C", "C", "S", "H", "H", "H", "H", "H", "H"],
  "positions_angstrom": [[-0.44801, 1.63495, 1.47007], [0.16043, 1.78266, 2.17424], [1.14297, 4.54827, 1.27681], [-1.19049, 2.25281, 1.72498], [0.94137, -2.10151, 0.16146], [0.67019, -0.54250, -0.25801], [-0.66463, -0.29374, -1.10352], [1.98641, -2.39783, 0.23272], [0.48723, -2.74155, -0.62888], [0.53587, -2.21446, 1.18262], [0.57160, 4.94753, 1.59086], [1.21203, 0.27725, 0.20970], [-0.35727, 1.02970, -1.28804]],
  "lowdin_charge": [-0.099, 0.026, 0.010, 0.092, -0.067, -0.412, 1.098, 0.083, 0.083, 0.100, 0.017, 0.082, -0.013],
  "homo_lumo_gap_ha": 0.3513,
  "lumo_ev": -6.288,
  "charge": 1
}



(5)
{
  "formula": "C3H7NO2",
  "method": "the ωB97M-V functional and the def2-TZVPD basis",
  "elements": ["N", "C", "O", "C", "C", "O", "H", "H", "H", "H", "H", "H", "H"],
  "positions_angstrom": [[-0.36320, 1.19314, 1.36730], [0.77149, 0.82680, 0.69584], [1.71895, 1.57552, 0.53658], [0.76577, -0.60651, 0.18085], [-0.12345, -0.77653, -1.04462], [-1.47309, -0.58559, -0.64085], [-1.21076, 0.68249, 1.15596], [-0.45584, 2.17964, 1.56370], [0.41123, -1.28901, 0.96220], [1.79711, -0.86543, -0.07312], [0.15988, -0.05036, -1.81990], [0.02223, -1.78618, -1.45447], [-2.02031, -0.49798, -1.42949]],
  "lowdin_charge": [0.158, -0.546, 0.044, -0.103, -0.253, -0.079, 0.086, 0.108, 0.124, 0.124, 0.127, 0.117, 0.094],
  "homo_lumo_gap_ha": 0.3783,
  "smiles": "NC(=O)CCO",
  "lumo_ev": 0.677
}



(6)
{
  "formula": "C6H11NO",
  "method": "the ωB97M-V functional and the def2-TZVPD basis",
  "elements": ["C", "C", "C", "C", "N", "C", "C", "O", "H", "H", "H", "H", "H", "H", "H", "H", "H", "H", "H"],
  "positions_angstrom": [[-0.69188, -2.20506, 0.51101], [0.80890, 2.02691, -0.60191], [1.03324, -0.38086, 0.13454], [0.29177, 0.71152, -0.09253], [2.35258, -0.62488, -0.01860], [-1.08823, 0.69588, 0.41839], [-2.11798, 0.55152, -0.44426], [0.29184, -1.33402, 1.03780], [2.89950, 0.09086, -0.48127], [2.72747, -1.21872, 0.71401], [-1.25588, 1.12409, 1.40314], [-0.54789, -2.40595, -0.55605], [-0.66421, -3.15763, 1.05270], [-1.71253, -1.86230, 0.70896], [0.65256, 2.08009, -1.68336], [0.26525, 2.86746, -0.15428], [1.86872, 2.18130, -0.38044], [-1.97178, 0.14703, -1.44161], [-3.14144, 0.71276, -0.12624]],
  "lowdin_charge": [-0.123, -0.051, -0.301, -0.281, 0.135, -0.163, 0.010, -0.143, 0.099, 0.110, 0.116, 0.097, 0.079, 0.069, 0.080, 0.081, 0.068, 0.067, 0.050],
  "homo_lumo_gap_ha": 0.3219,
  "smiles": "C=C/C(C)=C(/N)OC",
  "lumo_ev": 0.980
}



(7)
{
  "formula": "C28H27Cl2F6N3NiO6S2",
  "method": "the ωB97M-V functional and the def2-TZVPD basis",
  "elements": ["Ni", "F", "C", "F", "F", "S", "O", "O", "N", "S", "O", "O", "C", "F", "F", "F", "C", "C", "C", "C", "C", "C", "C", "C", "C", "C", "C", "C", "N", "H", "H", "H", "H", "H", "H", "H", "H", "H", "H", "H", "H", "H", "H", "H", "H", "H", "Cl", "C", "C", "C", "C", "C", "Cl", "C", "N", "C", "C", "C", "C", "C", "C", "C", "C", "O", "O", "H", "H", "H", "H", "H", "H", "H", "H", "H", "H"],
  "positions_angstrom": [[0.08970, -1.94243, 0.42111], [-0.65980, 1.04167, 4.10111], [-1.50460, 0.16607, 3.53521], [-2.33900, 0.83847, 2.75051], [-2.27920, -0.28653, 4.55251], [-0.68570, -1.35753, 2.72751], [0.64770, -0.99533, 2.36661], [-0.76970, -2.34373, 3.76901], [-1.78130, -1.59003, 1.62501], [-2.01410, -3.10933, 1.38491], [-0.89810, -3.89223, 0.94071], [-2.88480, -3.75513, 2.32311], [-3.19800, -2.94833, -0.10049], [-3.32910, -4.10303, -0.79109], [-4.42340, -2.67063, 0.38581], [-2.93650, -2.00403, -0.99839], [2.65980, 0.68597, -0.26739], [3.76170, -0.34573, -0.49319], [4.01790, -1.10303, 0.80751], [3.40860, -1.26353, -1.64009], [4.15420, -1.18133, -2.79319], [3.88890, -1.96153, -3.91089], [2.81540, -2.84043, -3.85679], [2.02650, -2.96703, -2.73539], [0.88690, -3.96373, -2.75359], [1.07060, -5.03923, -1.68059], [-0.46200, -3.26523, -2.57719], [2.29870, -2.18493, -1.54859], [1.66810, -2.39823, -0.42329], [2.95380, 1.40427, 0.49651], [1.76330, 0.16767, 0.07251], [2.43510, 1.22157, -1.18829], [4.68310, 0.19127, -0.77549], [3.07950, -1.54513, 1.14221], [4.38360, -0.41623, 1.56991], [4.75190, -1.89153, 0.65251], [4.98420, -0.48073, -2.83159], [4.49410, -1.87803, -4.80669], [2.59210, -3.45333, -4.72679], [0.88890, -4.46093, -3.73859], [0.96610, -4.57633, -0.69889], [2.05850, -5.48933, -1.77119], [0.31760, -5.81933, -1.78509], [-0.45070, -2.70413, -1.62569], [-1.27490, -3.99023, -2.55099], [-0.64480, -2.55473, -3.38109], [1.05750, 5.06977, -1.18419], [0.86240, 4.52297, 0.45741], [2.00130, 4.22247, 1.17501], [1.88020, 3.79757, 2.48421], [0.62700, 3.73227, 3.06321], [-0.49880, 4.04877, 2.33021], [-2.00030, 4.03567, 3.15951], [-0.43280, 4.39987, 0.97551], [-1.54390, 4.70117, 0.21151], [-2.69870, 3.84937, 0.26241], [-3.85570, 4.34687, 0.84451], [-4.99170, 3.56297, 0.92061], [-4.95960, 2.26997, 0.41991], [-3.81910, 1.78577, -0.18149], [-2.66930, 2.56867, -0.30219], [-1.47480, 2.00157, -0.96329], [-0.76890, 0.93117, -0.00889], [-0.43370, 1.31477, 1.10591], [-0.62330, -0.17283, -0.56969], [2.96620, 4.31127, 0.69961], [2.75410, 3.51267, 3.04711], [0.51030, 3.42877, 4.08991], [-1.28230, 4.91237, -0.74779], [-3.84700, 5.34207, 1.26811], [-5.88660, 3.94887, 1.39051], [-5.83060, 1.63587, 0.51011], [-3.79330, 0.77647, -0.56399], [-0.70990, 2.74057, -1.20309], [-1.74960, 1.45757, -1.86449]],
  "lowdin_charge": [0.279, 0.111, -0.617, 0.103, 0.089, 0.583, -0.254, -0.284, -0.280, 0.578, -0.269, -0.274, -0.623, 0.105, 0.098, 0.128, -0.057, -0.388, -0.081, -0.165, -0.100, -0.161, -0.101, -0.166, -0.383, -0.081, -0.074, -0.286, 0.084, 0.065, 0.045, 0.086, 0.116, 0.048, 0.065, 0.072, 0.091, 0.064, 0.090, 0.117, 0.043, 0.073, 0.066, 0.035, 0.065, 0.081, 0.686, -0.582, -0.130, -0.088, -0.120, -0.578, 0.796, -0.311, 0.062, -0.250, -0.109, -0.110, -0.092, -0.021, -0.155, -0.030, -0.646, 0.018, -0.048, 0.099, 0.101, 0.096, 0.076, 0.095, 0.089, 0.096, 0.117, 0.087, 0.115],
  "homo_lumo_gap_ha": [0.1858, 0.1813],
  "multiplicity": 3,
  "lumo_ev": [4.183, 4.182],
  "s2": 2.014,
  "charge": -2
}



Per-record energy above the lowest of the compared OMol25 structures with the same formula, charge and spin, kcal per mole: 222.5, 26.0, 76.4, 54.7, 11.9, 67.4, 39.3
Per-record calculated total energy, Eh: -358.663760, -291.117266, -385.751719, -554.662810, -323.761947, -365.124080, -5523.162649